Entry 1:
The following is a quantum chemistry calculation of a 7-piece molecular cluster, C10H34N8O10 overall in a non-equilibrium geometry, from OMol25.

```
62
Properties=species:S:1:pos:R:3:forces:R:3:mulliken_charge:R:1
N 2.9494 1.8843 3.5178 0.88 -0.65 -0.52 -0.43
C 2.3103 1.6424 2.3760 -2.61 0.39 -0.80 0.62
N 1.0395 2.2877 2.1597 0.27 -1.25 -1.61 -0.19
O 2.7482 0.9145 1.4880 0.08 -0.08 -0.28 -0.73
H 2.4199 2.3804 4.1737 -0.45 0.53 1.28 0.19
H 3.5753 1.1179 3.8259 -0.33 0.43 0.10 0.29
H 0.4194 2.7361 2.8044 0.59 0.14 0.98 0.30
H 0.4077 1.8323 1.4587 1.34 0.51 0.60 -0.10
N 4.7172 -2.7406 4.3165 0.56 1.59 2.93 -0.48
C 4.2836 -1.5747 3.8079 -1.05 0.51 0.81 0.70
N 4.1494 -1.6220 2.4858 -1.02 0.04 -2.61 -0.45
O 4.0208 -0.5760 4.5147 1.01 -0.97 -0.81 -0.74
H 4.5451 -3.5906 3.8789 -0.21 -1.43 -0.73 0.20
H 4.6538 -2.6491 5.3232 0.14 -0.90 -0.06 0.26
H 3.6935 -2.4266 2.0115 0.87 0.69 0.90 0.30
H 3.7486 -0.7717 2.1427 -0.31 0.62 -0.51 0.20
N -0.1796 4.3362 -0.9320 2.18 1.33 0.90 -0.35
C -1.1299 3.4240 -0.8579 -2.50 -0.23 -0.37 0.62
N -1.9710 3.4858 -1.9794 1.33 0.05 -0.81 -0.60
O -1.4186 2.7154 0.1369 1.02 0.61 -1.17 -0.78
H -0.2872 5.0532 -1.6593 0.46 -0.62 0.85 0.22
H 0.4904 4.4443 -0.1475 -0.88 0.01 -1.01 0.28
H -1.5337 3.6312 -2.9374 -0.40 -0.08 1.97 0.30
H -2.4374 2.6131 -2.0399 -1.11 -0.93 -0.30 0.25
N 1.9722 1.4170 -1.5176 -0.31 -0.04 -0.30 -0.33
C 0.7734 0.7651 -1.6245 1.65 -0.83 2.36 0.59
N 0.6307 -0.1126 -0.5231 -0.20 1.25 -1.04 -0.09
O 0.0369 0.9009 -2.5878 -0.51 -0.28 -0.01 -0.76
H 2.2539 1.9966 -2.2526 0.07 0.78 -1.23 0.24
H 2.4706 1.5869 -0.6723 0.00 -0.50 0.83 0.08
H -0.3422 -0.3874 -0.3684 0.64 0.14 0.36 0.23
H 1.3088 0.0959 0.2551 -1.20 -0.52 -0.75 0.09
O -2.1730 -2.8403 -5.1378 0.50 -0.98 0.32 -0.57
C -0.9851 -2.0487 -4.9979 -0.51 -1.17 1.06 -0.54
C -0.3027 -2.3192 -3.6364 -1.22 0.32 -0.40 0.50
O -0.1109 -3.7173 -3.4980 0.20 -0.61 0.11 -0.62
H -1.8883 -3.7792 -5.0747 -0.27 0.89 -0.12 0.33
H -0.3277 -2.2717 -5.7935 0.96 -0.24 -1.00 0.36
H -1.3517 -1.0668 -5.1055 -0.04 1.44 0.12 0.33
H -1.0385 -1.9507 -2.8878 0.91 -0.08 -0.04 -0.35
H 0.6908 -1.8441 -3.5611 -0.62 -0.01 0.10 0.24
H -0.8461 -4.1509 -3.0442 0.18 0.48 -0.09 0.33
O -2.6967 0.8913 -2.9142 2.28 0.26 0.40 -0.64
C -3.4009 -0.1876 -2.3833 -0.72 1.40 1.21 -0.22
C -3.6306 -0.0549 -0.8356 -0.79 0.73 -1.73 -0.56
O -2.5231 0.3397 -0.1005 1.03 -1.22 0.59 -0.27
H -1.7204 0.7176 -2.6889 -1.27 0.59 -0.60 0.47
H -4.3661 -0.1161 -2.8665 -0.42 -0.65 -0.03 0.41
H -2.8841 -1.0766 -2.6297 0.24 -1.30 -0.20 -0.03
H -3.9107 -1.0477 -0.5323 -0.27 -0.44 0.58 0.49
H -4.4852 0.6302 -0.6828 0.29 -0.21 0.08 0.32
H -2.2135 1.2676 -0.0773 -0.43 0.43 -0.39 0.21
O -1.5835 -1.7148 1.5626 0.38 0.17 1.90 -0.75
C -1.6775 -0.9166 2.8063 -1.74 1.87 -2.52 -0.27
C -0.4452 -1.0033 3.6124 -0.21 -2.33 1.35 -0.33
O 0.6675 -1.0498 2.7466 -0.01 0.49 0.89 -0.37
H -1.9173 -1.1428 0.8685 -0.35 0.53 -0.31 0.26
H -1.7610 0.1632 2.4902 -0.13 -0.88 0.00 0.07
H -2.6233 -1.1368 3.3209 0.48 -0.24 0.12 0.39
H -0.5869 -1.9600 4.2158 0.90 0.87 -0.41 0.23
H -0.4390 -0.1728 4.3196 0.37 0.05 -0.06 0.29
H 0.2119 -1.2506 1.9273 0.27 -0.46 -0.88 0.34
```
Positions in Å, forces in eV/Å.

## Properties
HOMO level   -9.573 eV
Net charge   0
Multiplicity   1

---

Entry 2:
The following is a quantum chemistry calculation of C10H34N9O7Y as an isolated structure in a non-equilibrium geometry, from OMol25.

```
61
Properties=species:S:1:pos:R:3:forces:R:3:mulliken_charge:R:1
Y 3.9141 -2.3899 2.3546 -1.05 0.71 -0.64 1.81
O 0.6551 -0.7884 0.9323 0.34 -0.27 0.55 -0.50
H 0.2025 -0.4143 0.1514 0.53 -0.23 -0.03 0.29
C 2.2853 -8.8611 1.0397 -0.80 -0.78 -0.48 -0.97
C 1.7072 -7.7624 1.9339 1.12 -1.72 0.39 -0.28
O 1.7937 -6.5538 1.2480 -0.04 1.56 -0.26 -0.53
H 2.4805 -9.7920 1.5721 0.22 0.16 0.24 0.33
H 3.1923 -8.4951 0.5586 0.18 0.03 0.39 0.28
H 1.6654 -9.1862 0.2041 -0.43 0.31 -0.02 0.32
H 2.4028 -7.8168 2.7713 -0.15 0.84 0.36 0.22
H 0.6936 -7.8346 2.3281 0.00 -0.76 -0.08 0.30
H 1.0236 -6.6163 0.6783 0.02 0.62 -0.49 0.33
C 2.2534 2.8919 5.1794 1.75 -1.11 -0.58 0.71
O 2.8706 1.8359 4.9872 -0.41 0.02 -0.12 -0.72
N 1.7152 3.2559 6.3207 -1.05 -0.34 2.77 -0.38
N 2.1280 3.8687 4.2926 -0.22 1.38 -2.26 -0.38
H 1.8899 2.6686 7.1236 -0.28 0.30 -0.06 0.22
H 1.3108 4.1756 6.4238 0.15 -0.44 0.41 0.18
H 1.6553 4.7082 4.5956 0.36 -0.04 -0.59 0.17
H 2.6619 3.8716 3.4352 -0.24 -0.03 0.28 0.21
C 5.4815 1.8160 -1.6610 -1.84 1.09 -1.01 0.68
O 5.2642 1.3315 -0.5705 0.31 -1.19 1.54 -0.69
N 6.6450 2.0186 -2.2372 1.09 -0.63 0.63 -0.40
N 4.4595 2.2926 -2.4015 -1.90 0.05 -0.15 -0.39
H 7.3526 1.6708 -1.6060 1.02 0.58 -1.10 0.24
H 6.6225 2.5033 -3.1230 1.22 -0.25 0.39 0.20
H 4.5175 2.6552 -3.3424 -0.02 -0.18 0.32 0.18
H 3.5592 2.0828 -1.9947 0.05 0.31 -0.46 0.18
C -3.2078 -3.9062 -2.0202 -0.88 -1.75 -1.94 0.69
O -2.3592 -4.7490 -1.8761 1.06 -1.36 -0.21 -0.61
N -4.2744 -3.9563 -2.8610 -0.48 -1.33 -1.12 -0.40
N -3.1976 -2.7828 -1.3961 0.25 3.87 2.46 -0.35
H -4.2651 -4.6761 -3.5695 -0.31 0.12 0.25 0.22
H -4.9875 -3.2416 -2.8875 0.29 -0.32 -0.19 0.17
H -2.3948 -2.5801 -0.8176 -0.64 0.21 0.15 0.19
H -4.0537 -2.2510 -1.4617 0.73 0.58 0.64 0.18
C -3.6389 1.5281 4.2658 -0.24 -1.77 -1.68 0.62
O -4.6351 1.9106 4.7330 -3.43 1.88 3.01 -0.55
N -3.2684 0.2638 4.1774 0.13 -4.88 2.08 -0.37
N -2.8993 2.1178 3.3942 3.52 4.42 -3.20 -0.33
H -2.4422 -0.0249 3.6733 -0.41 -0.28 0.56 0.14
H -3.6811 -0.3308 4.8818 0.25 -0.42 -0.34 0.23
H -2.9153 3.1245 3.3145 0.16 -0.21 -0.18 0.22
H -2.1081 1.5687 3.0900 0.07 1.26 -0.26 0.13
C -1.5332 4.8841 -2.9671 0.63 -0.50 -0.24 -1.34
C -2.5272 3.6982 -3.2009 1.38 0.64 -0.22 0.39
C -1.7783 2.3746 -3.2313 -0.19 -0.29 -1.56 -0.60
O -0.8759 2.2900 -4.3162 1.00 -0.03 0.50 -0.31
C -0.3006 0.9864 -4.4314 -0.03 0.65 -1.72 -0.75
N -3.4976 3.6262 -2.1566 -0.19 0.62 1.05 -0.60
H -0.7312 4.8174 -3.7022 -0.11 0.04 -0.32 0.34
H -1.0064 4.7703 -2.0197 -0.22 -0.15 0.33 0.33
H -1.9269 5.9001 -2.9949 -0.45 -0.24 -0.12 0.38
H -3.0431 3.8598 -4.1474 0.06 -0.08 -0.13 0.28
H -2.4938 1.5959 -3.4956 -0.48 -0.30 1.00 0.38
H -1.2178 2.1955 -2.3137 -0.25 -0.11 0.47 0.27
H -1.0433 0.2905 -4.8216 -0.25 -0.27 0.45 0.33
H 0.2592 0.5642 -3.5969 -0.33 0.36 0.57 0.24
H 0.4079 1.0760 -5.2548 0.15 0.06 0.07 0.29
H -3.0537 3.3439 -1.2944 0.17 -0.80 0.25 0.26
H -3.7131 4.5762 -1.8898 -0.89 0.38 -0.34 0.30
```
Positions in Å, forces in eV/Å.

## Properties
HOMO level   -13.286 eV
Net charge   +2
Multiplicity   1